[1]
A 17-piece molecular cluster, C51H100O51 overall. Source: the Open Molecules 2025 dataset; level of theory: ωB97M-V/def2-TZVPD.

XYZ file:
```
202
Properties=species:S:1:pos:R:3:mulliken_charge:R:1
C 20.22 8.06 -8.25 0.4399
C 20.75 7.70 -6.81 1.2350
O 20.30 8.66 -5.95 0.1382
C 19.62 9.60 -6.64 -0.4718
O 19.16 10.64 -6.13 -0.1843
O 19.47 9.21 -7.92 0.2990
H 19.55 7.28 -8.61 0.0132
H 21.08 8.30 -8.89 -0.1773
H 21.84 7.71 -6.74 -0.8532
H 20.46 6.69 -6.51 -0.4501
C 20.98 14.34 -0.26 -0.5999
O 20.09 14.45 -1.31 -0.3482
C 19.32 13.40 -1.74 0.8368
O 19.49 12.25 -1.31 -0.5637
O 18.48 13.83 -2.66 -0.3281
C 17.82 12.80 -3.39 -0.2806
H 21.63 13.50 -0.49 0.2137
H 20.49 14.33 0.72 0.2727
H 21.70 15.15 -0.35 0.2587
H 18.51 12.23 -4.01 -0.1944
H 17.00 13.12 -4.03 0.2027
H 17.49 11.98 -2.75 0.5008
C 19.23 15.86 -7.99 -0.5162
O 17.97 16.37 -7.63 -0.4141
C 17.29 15.87 -6.58 0.6902
O 17.76 14.99 -5.88 -0.3269
O 16.02 16.40 -6.48 -0.4036
C 14.96 15.89 -5.67 -0.2616
H 19.94 16.07 -7.19 0.3490
H 19.62 16.48 -8.80 0.3010
H 19.18 14.80 -8.27 0.0998
H 15.23 14.85 -5.48 -0.0855
H 14.00 15.92 -6.17 0.2596
H 14.82 16.42 -4.73 0.3344
C 16.25 12.06 -7.62 0.9082
O 14.94 12.36 -7.25 -0.7401
C 14.52 12.09 -5.99 1.0698
O 15.16 11.61 -5.07 -0.5037
O 13.21 12.59 -5.79 -0.3973
C 12.58 12.53 -4.55 -0.8270
H 16.36 11.01 -7.92 0.1254
H 17.02 12.29 -6.90 0.1225
H 16.44 12.62 -8.53 -0.7024
H 13.19 12.87 -3.71 0.3145
H 12.52 11.52 -4.16 0.3010
H 11.65 13.11 -4.52 0.3109
C 26.45 6.36 -7.39 -0.9048
O 25.03 6.50 -7.41 0.4350
C 24.11 5.55 -7.37 -0.3661
O 22.97 5.76 -7.63 0.5755
O 24.60 4.40 -6.99 -0.4655
C 23.85 3.18 -7.14 -0.0529
H 27.01 7.25 -7.68 0.2613
H 26.81 5.51 -7.98 0.3342
H 26.75 6.12 -6.37 0.1698
H 22.99 3.34 -6.50 -0.2576
H 24.35 2.26 -6.81 0.2865
H 23.61 2.96 -8.18 0.1822
C 20.43 3.90 -7.77 0.3646
O 19.43 3.55 -8.78 -0.4854
C 18.37 4.33 -9.08 0.5501
O 18.09 5.44 -8.63 -0.1998
O 17.61 3.64 -9.87 -0.4101
C 16.38 4.12 -10.38 -0.1388
H 20.11 3.85 -6.73 -0.1147
H 20.79 4.91 -7.95 -0.1800
H 21.20 3.13 -7.74 0.0948
H 16.53 4.98 -11.03 -0.1268
H 15.76 4.38 -9.52 0.1952
H 15.91 3.26 -10.85 0.2660
C 22.17 1.82 -4.23 -0.2524
O 22.97 0.99 -5.08 -0.2251
C 24.06 0.49 -4.59 0.8406
O 24.75 0.92 -3.68 -0.5980
O 24.40 -0.53 -5.34 -0.3319
C 25.41 -1.50 -4.93 -0.6960
H 21.27 2.06 -4.80 0.1491
H 22.62 2.81 -4.25 -0.1385
H 21.90 1.37 -3.28 0.4505
H 25.73 -2.00 -5.84 0.2474
H 25.06 -2.19 -4.16 0.2927
H 26.30 -1.00 -4.55 0.3289
C 25.02 5.32 -3.59 -0.6537
O 24.45 6.55 -4.09 -0.3687
C 23.30 7.11 -3.66 0.4879
O 22.48 6.54 -2.99 -0.5697
O 23.19 8.41 -4.04 0.3012
C 23.99 9.07 -4.98 -0.3820
H 24.37 4.44 -3.59 0.1484
H 25.41 5.45 -2.58 0.3623
H 25.94 5.14 -4.13 0.2126
H 23.49 9.25 -5.93 -0.0125
H 24.88 8.54 -5.33 0.3230
H 24.46 9.94 -4.52 0.1364
C 24.87 2.46 -12.22 -0.6550
O 23.86 3.46 -12.47 -0.3433
C 23.58 4.33 -11.53 0.7577
O 24.12 4.31 -10.44 -0.5097
O 22.71 5.32 -11.94 -0.3797
C 22.25 6.42 -11.06 0.4451
H 25.76 2.93 -11.78 0.2802
H 25.16 2.02 -13.17 0.2351
H 24.34 1.78 -11.55 0.2936
H 21.94 6.11 -10.07 -0.1238
H 21.55 7.07 -11.60 0.1377
H 23.12 7.06 -10.89 -0.1714
C 14.89 7.01 -8.25 -0.4895
O 14.08 7.67 -7.29 -0.4592
C 14.53 8.29 -6.18 0.4372
O 13.76 8.66 -5.29 -0.6516
O 15.85 8.48 -6.20 0.6250
C 16.62 8.82 -5.08 -0.2909
H 14.30 6.30 -8.82 0.3567
H 15.62 6.39 -7.73 0.2839
H 15.42 7.68 -8.94 0.1241
H 16.72 9.89 -4.89 0.1990
H 17.64 8.45 -5.21 -0.4566
H 16.36 8.24 -4.19 0.3661
C 18.95 8.40 -1.31 -0.7555
O 18.83 7.78 -2.55 -0.0513
C 19.21 6.50 -2.67 0.6673
O 19.78 5.86 -1.75 -0.6695
O 18.88 6.07 -3.88 -0.1034
C 19.03 4.71 -4.28 -0.5098
H 18.49 9.38 -1.39 0.1748
H 19.98 8.60 -1.02 0.2749
H 18.58 7.86 -0.44 0.3659
H 18.74 4.05 -3.47 0.4135
H 20.07 4.55 -4.59 -0.1238
H 18.41 4.49 -5.15 0.3240
C 21.87 12.81 -7.19 0.2460
O 23.27 12.43 -7.45 -0.4785
C 23.56 11.22 -7.88 0.6268
O 22.72 10.35 -8.09 -0.0243
O 24.85 11.11 -8.14 -0.4861
C 25.47 9.97 -8.69 -0.4138
H 21.38 12.76 -8.17 -0.0670
H 21.89 13.84 -6.82 0.1677
H 21.38 12.20 -6.44 -0.1458
H 25.13 9.64 -9.67 0.1774
H 25.41 9.15 -7.98 0.0217
H 26.52 10.24 -8.83 0.3447
C 25.11 5.40 -16.44 -0.6438
O 24.63 6.51 -15.68 -0.3324
C 25.28 6.89 -14.55 0.8608
O 26.24 6.31 -14.00 -0.6408
O 24.66 7.87 -14.06 -0.3250
C 24.92 8.27 -12.70 -0.4577
H 25.12 4.39 -16.04 0.2414
H 26.14 5.56 -16.78 0.3110
H 24.47 5.24 -17.31 0.2785
H 24.84 7.47 -11.96 0.0478
H 24.23 9.00 -12.28 0.3006
H 25.93 8.65 -12.57 0.3761
C 20.66 11.58 -10.42 -0.4824
O 19.84 12.68 -10.55 -0.4083
C 18.46 12.55 -10.65 0.5763
O 17.79 11.51 -10.60 -0.2332
O 18.00 13.82 -10.82 -0.3570
C 16.60 14.01 -11.00 -0.3905
H 20.93 11.30 -11.44 0.5109
H 20.23 10.74 -9.89 0.0751
H 21.57 11.85 -9.87 0.0954
H 16.40 15.08 -10.97 0.3064
H 15.94 13.47 -10.32 -0.0813
H 16.28 13.82 -12.03 0.3651
C 14.86 10.69 -10.69 -0.6583
O 13.73 10.53 -9.76 -0.0562
C 12.52 10.09 -10.21 0.6128
O 12.20 9.94 -11.38 -0.6020
O 11.69 9.69 -9.24 -0.3412
C 11.70 10.21 -7.94 -0.3063
H 14.85 11.70 -11.09 0.1628
H 14.55 10.00 -11.48 0.6522
H 15.80 10.22 -10.43 0.0402
H 11.87 9.42 -7.21 0.2339
H 10.79 10.73 -7.66 0.3543
H 12.47 10.95 -7.73 -0.0473
C 25.46 12.78 -2.35 -0.7034
O 24.07 12.44 -2.06 -0.3490
C 23.29 12.04 -3.08 0.6583
O 23.58 12.16 -4.30 -0.4747
O 22.11 11.54 -2.63 -0.2691
C 21.16 11.06 -3.49 0.0098
H 25.58 13.17 -3.36 0.2907
H 26.02 11.88 -2.12 0.2659
H 25.71 13.57 -1.64 0.2885
H 20.27 10.71 -2.97 0.1541
H 21.50 10.25 -4.12 0.0161
H 20.71 11.89 -4.04 0.0804
C 18.62 8.18 -11.40 -0.3599
O 18.61 6.86 -11.95 0.0711
C 17.62 6.57 -12.77 0.5117
O 16.61 7.19 -12.98 -0.6121
O 17.89 5.29 -13.24 -0.2192
C 16.87 4.53 -13.84 -0.6759
H 19.65 8.49 -11.24 -0.1058
H 18.23 8.24 -10.38 -0.0049
H 18.18 8.94 -12.04 0.5438
H 17.31 3.62 -14.26 0.2313
H 16.50 5.03 -14.73 0.3310
H 16.03 4.30 -13.20 0.2646
```

The highest occupied orbital energy comes out at -10.06 eV.

---

[2]
C26H38Cl30O8S3 as an isolated structure. Source: the Open Molecules 2025 dataset; level of theory: ωB97M-V/def2-TZVPD.

XYZ file:
```
105
Properties=species:S:1:pos:R:3:mulliken_charge:R:1
C 0.29 -1.31 2.99 -0.8579
C 0.38 -1.88 1.46 -0.4176
C -0.10 -0.80 0.30 0.8176
S -1.04 -1.76 -1.03 -0.1244
C -2.42 -2.79 -0.32 -0.6788
C -3.70 -1.95 0.26 0.4818
O -4.70 -2.69 0.82 -0.5766
O -3.92 -0.50 0.20 0.0060
C -4.50 0.04 1.44 -0.4180
C -6.05 0.47 1.12 0.3081
C -7.18 -0.41 1.92 -1.0927
O -6.33 0.31 -0.33 -0.3555
C -6.23 1.59 -1.05 0.5148
O -6.86 2.73 -0.74 -0.5931
C -5.30 1.63 -2.44 -0.2129
S -4.54 3.34 -2.58 -0.0816
C 1.26 -0.23 -0.41 0.1602
C 1.61 1.35 -0.14 0.3033
C 1.95 1.74 1.41 -0.3604
C 1.80 3.33 1.78 0.0320
C 0.47 3.49 2.73 -0.7439
O 2.97 3.69 2.65 -0.5046
C 0.42 2.24 -0.84 -0.7716
S -1.21 1.55 -0.22 1.3149
O -2.14 1.34 -1.43 -0.4998
O -1.87 2.69 0.65 -0.7007
O -1.03 0.22 0.81 -0.3272
H -0.66 -0.67 3.24 0.1717
H 1.31 -0.79 3.25 0.2260
H 0.23 -2.26 3.72 0.3379
H -0.26 -2.89 1.44 0.2034
H 1.50 -2.25 1.31 0.1790
H -2.11 -3.56 0.51 0.3110
H -2.85 -3.45 -1.22 0.3732
H -3.91 1.05 1.67 0.1959
H -4.36 -0.63 2.39 0.3741
H -6.17 1.59 1.50 0.3794
H -7.45 -1.40 1.34 0.2381
H -6.87 -0.64 3.04 0.1788
H -8.19 0.22 1.97 0.3484
H -5.96 1.47 -3.42 0.3659
H -4.52 0.75 -2.42 0.0518
H -3.20 3.19 -2.99 0.0897
H 2.24 -0.84 -0.17 -0.3562
H 1.10 -0.34 -1.59 -0.3469
H 2.59 1.58 -0.77 0.3075
H 1.37 1.14 2.23 -0.1360
H 3.11 1.48 1.57 0.2458
H 1.85 4.06 0.87 0.3562
H 0.72 3.61 3.89 0.3312
H -0.24 2.53 2.69 0.0521
H -0.19 4.40 2.38 0.1810
H 2.84 3.18 3.51 0.3219
H 0.46 1.99 -2.01 0.1805
H 0.54 3.40 -0.74 0.3635
C -2.38 6.95 -3.54 -0.0587
Cl -3.21 7.26 -5.08 -0.1435
Cl -3.29 5.76 -2.58 -0.1344
Cl -0.73 6.38 -3.83 -0.0725
H -2.34 7.88 -2.98 0.3273
C -6.25 -3.66 4.69 0.3988
Cl -5.55 -5.19 5.24 -0.0814
Cl -8.02 -3.76 4.67 -0.1290
Cl -5.71 -2.32 5.72 -0.1453
H -5.91 -3.47 3.67 -0.0555
C 5.43 -2.31 -1.09 -0.0257
Cl 4.02 -2.25 -2.15 -0.0951
Cl 6.85 -1.61 -1.88 -0.1138
Cl 5.10 -1.48 0.44 -0.1210
H 5.65 -3.36 -0.86 0.3245
C -1.42 -6.57 6.12 0.0459
Cl -0.49 -6.99 4.67 -0.1064
Cl -1.87 -4.86 6.10 -0.1038
Cl -2.87 -7.59 6.25 -0.1439
H -0.79 -6.75 6.99 0.3121
C 3.08 1.05 -4.02 0.0810
Cl 4.01 0.63 -5.47 -0.0995
Cl 2.63 2.76 -4.04 -0.0672
Cl 1.63 0.03 -3.89 -0.1076
H 3.71 0.87 -3.15 0.1944
C -0.58 -11.24 4.37 0.0016
Cl -1.18 -12.04 2.91 -0.1261
Cl 1.01 -10.52 4.08 -0.1261
Cl -1.73 -10.00 4.91 -0.0470
H -0.48 -11.98 5.16 0.2954
C 5.62 5.57 4.40 0.1661
Cl 5.06 4.71 5.85 -0.1421
Cl 6.50 7.04 4.85 -0.1342
Cl 6.63 4.51 3.40 -0.1271
H 4.74 5.86 3.81 0.2118
C 3.28 1.30 -9.11 0.3757
Cl 3.51 2.89 -9.86 -0.1180
Cl 2.00 0.41 -9.94 -0.1225
Cl 4.79 0.38 -9.13 -0.1325
H 2.98 1.45 -8.07 -0.0101
C 2.21 6.61 -6.98 -0.0446
Cl 2.35 5.53 -5.59 -0.0625
Cl 2.08 5.68 -8.49 -0.0951
Cl 0.81 7.68 -6.80 -0.1105
H 3.11 7.23 -7.03 0.3201
C 10.25 -4.34 -1.90 0.0248
Cl 10.95 -5.87 -1.35 -0.1189
Cl 8.48 -4.44 -1.91 -0.0853
Cl 10.79 -3.00 -0.87 -0.1188
H 10.59 -4.15 -2.92 0.3001
```

The highest occupied orbital energy comes out at -8.60 eV.

---

Let's list lowest unoccupied orbital energy in order: 0.202, -0.145 eV.